# 1
{
  "formula": "C3H8CaFGaI",
  "method": "wB97M-V/def2-TZVPD",
  "largest_force_ha_per_bohr": 0.042,
  "molar_mass_g_mol": 299.800,
  "total_charge": 1,
  "e_tot_ha": -3118.829008,
  "elements": ["C", "C", "C", "I", "Ga", "F", "H", "H", "H", "H", "H", "H", "H", "H", "Ca"],
  "coordinates": [[-1.01521, 1.00262, -1.88027], [-0.91508, 0.02704, -0.72331], [0.18244, 0.30701, 0.27106], [2.11654, -0.03077, -0.74365], [0.31709, -0.91143, 1.89245], [1.07156, -2.41762, 1.29019], [-0.06101, 1.10953, -2.39721], [-1.73344, 0.63838, -2.61323], [-1.36358, 1.98301, -1.55657], [-1.82961, 0.02035, -0.12200], [-0.78234, -0.98346, -1.11847], [0.15767, 1.32780, 0.65082], [1.60212, -0.19216, 2.75355], [-0.99017, -1.12374, 2.67814], [3.24302, -0.75655, 1.61851]],
  "atomic_forces_ev_per_a": [[-0.347, 0.050, -0.109], [0.322, -0.276, -0.197], [-0.122, -0.468, 0.912], [-0.319, 1.003, -1.778], [-1.833, 1.055, 0.319], [1.631, -0.291, -0.047], [0.023, 0.070, -0.001], [-0.025, 0.000, -0.030], [0.154, 0.064, 0.039], [-0.101, 0.017, -0.085], [-0.160, -0.069, 0.107], [0.432, 0.252, -0.443], [-0.016, -0.178, -0.027], [0.028, -0.037, 0.231], [0.333, -1.191, 1.110]],
  "mulliken_charge": [-1.065, -0.829, -0.098, 0.077, 0.470, -0.392, 0.294, 0.333, 0.309, 0.376, 0.377, 0.516, -0.380, -0.158, 1.169]
}

=====

# 2
{
  "formula": "C3H8Cl",
  "method": "wB97M-V/def2-TZVPD",
  "largest_force_ha_per_bohr": 0.075,
  "molar_mass_g_mol": 79.550,
  "s_squared": 0.75,
  "e_tot_ha": -579.193864,
  "spin_multiplicity": 2,
  "elements": ["Cl", "H", "C", "C", "C", "H", "H", "H", "H", "H", "H", "H"],
  "coordinates": [[0.42459, 0.20208, 0.25051], [-2.65887, -0.40899, 0.84957], [-2.47906, -0.99015, 1.82614], [-1.26601, -0.27762, 2.12836], [-0.32841, -1.04021, 3.00411], [-3.29119, -0.93518, 2.57222], [-2.18789, -1.99856, 1.52981], [-0.76476, -0.26989, 1.09001], [-1.29183, 0.73023, 2.52132], [0.70757, -0.68990, 3.04020], [-0.71194, -1.07195, 4.01637], [-0.24862, -2.07077, 2.68383]],
  "atomic_forces_ev_per_a": [[1.103, 0.395, -1.248], [-1.531, -1.263, 1.113], [-1.465, 0.853, -2.650], [1.792, 0.012, 3.421], [1.034, -0.609, 0.364], [0.315, -0.036, -0.519], [-0.529, -0.149, 0.211], [0.314, 0.294, -0.330], [-0.522, 0.434, -0.550], [-0.285, 0.374, -0.019], [-0.135, 0.086, 0.385], [-0.092, -0.390, -0.178]],
  "mulliken_spin": [0.572, 0.018, -0.002, 0.347, 0.012, 0.027, 0.001, 0.012, -0.007, 0.000, 0.017, 0.003]
}

=====

# 3
{
  "formula": "C3H8Cl2Hg2O2",
  "method": "wB97M-V/def2-TZVPD",
  "largest_force_ha_per_bohr": 0.090,
  "molar_mass_g_mol": 548.181,
  "total_charge": 2,
  "e_tot_ha": -1495.692440,
  "elements": ["Hg", "Hg", "C", "O", "H", "H", "H", "C", "O", "H", "H", "H", "C", "Cl", "Cl", "H", "H"],
  "coordinates": [[-2.42830, -4.87897, 11.70556], [2.39965, -0.51179, 12.04282], [2.86160, -5.64475, 9.74756], [1.97903, -4.73933, 10.32698], [3.71166, -5.20244, 9.22809], [3.47405, -6.12005, 10.51379], [2.36565, -6.34602, 9.07646], [-2.15682, 0.11010, 15.28868], [-1.69844, -0.71812, 14.19485], [-2.43685, -0.49530, 16.15075], [-1.39531, 0.80462, 15.64344], [-3.01392, 0.70774, 14.97835], [0.86346, -11.92193, 6.98132], [1.78424, -11.27675, 5.60717], [1.64389, -13.48793, 7.32236], [0.87460, -11.26913, 7.85415], [-0.15060, -12.02368, 6.59476]],
  "atomic_forces_ev_per_a": [[-0.019, 0.033, 0.002], [-0.165, 0.038, 0.095], [-4.426, 1.273, 0.127], [2.839, -2.177, -1.223], [0.931, 1.001, -0.151], [0.667, -0.134, 1.102], [0.023, -0.023, 0.131], [-0.987, -2.807, -3.088], [-0.688, 2.435, 3.084], [0.628, -0.499, 0.364], [1.018, 0.411, 0.048], [0.187, 0.464, -0.490], [0.022, -0.314, -0.587], [0.055, 0.568, 0.138], [-0.563, 0.303, 0.316], [0.336, -0.145, -0.219], [0.142, -0.428, 0.350]],
  "nbo_charge": [0.401, 0.430, -0.345, -0.063, 0.353, 0.348, 0.226, -0.360, -0.024, 0.268, 0.350, 0.253, -0.396, 0.044, 0.060, 0.219, 0.235]
}

=====

# 4
{
  "formula": "C3H8Cl2N2",
  "method": "wB97M-V/def2-TZVPD",
  "largest_force_ha_per_bohr": 0.037,
  "molar_mass_g_mol": 143.017,
  "e_tot_ha": -1148.879794,
  "elements": ["C", "C", "C", "N", "N", "Cl", "Cl", "H", "H", "H", "H", "H", "H", "H", "H"],
  "coordinates": [[-1.34195, 0.21846, -1.09296], [-0.57544, 0.71421, 1.18279], [0.34762, -1.14870, -0.00556], [2.54727, 0.18232, -0.08320], [-0.52354, -0.11816, 0.04820], [-1.83069, 0.12946, 2.37266], [0.76000, -1.97816, 1.41464], [-1.36471, -0.61529, -1.78953], [-2.35853, 0.42149, -0.75415], [-0.95330, 1.10146, -1.60764], [-0.88270, 1.72326, 0.91245], [0.37882, 0.71286, 1.70630], [0.44931, -1.69843, -0.92392], [2.24640, 0.85955, -0.78690], [3.10142, -0.50433, -0.59318]],
  "atomic_forces_ev_per_a": [[-0.064, 0.143, -0.123], [-0.105, 0.029, 0.388], [1.459, 1.180, -0.203], [-1.192, -0.568, 0.300], [-0.008, -0.350, -0.069], [-0.015, 0.167, -0.001], [0.033, -0.328, 0.278], [-0.025, -0.005, -0.005], [-0.026, -0.024, -0.060], [-0.022, -0.005, -0.022], [0.082, -0.115, -0.002], [-0.084, 0.024, -0.081], [-0.161, -0.050, -0.073], [0.069, -0.089, -0.187], [0.060, -0.008, -0.139]],
  "nbo_charge": [-0.402, -0.179, 0.054, -0.903, -0.441, -0.111, 0.056, 0.216, 0.218, 0.199, 0.217, 0.252, 0.214, 0.298, 0.311]
}

=====

# 5
{
  "formula": "C3H8Cl2O2Si",
  "method": "wB97M-V/def2-TZVPD",
  "largest_force_ha_per_bohr": 0.094,
  "molar_mass_g_mol": 175.087,
  "e_tot_ha": -1479.440554,
  "elements": ["C", "C", "C", "O", "O", "Si", "Cl", "Cl", "H", "H", "H", "H", "H", "H", "H", "H"],
  "coordinates": [[2.06031, 1.42361, -0.72043], [-2.62752, -1.20244, 0.54238], [0.88549, 0.85001, -1.58888], [-1.60686, -1.25534, 1.53555], [-0.21095, 0.66033, -0.92194], [-0.03128, -0.90330, 1.65673], [0.35787, 0.37794, 3.01831], [1.12793, -2.49120, 1.34178], [2.99045, 1.30654, -1.18001], [1.87221, 2.42160, -0.50597], [1.82854, 0.91145, 0.25545], [-2.22462, -1.01654, -0.39879], [-3.26386, -0.38133, 0.78244], [-3.15406, -2.10547, 0.53473], [1.19802, -0.14913, -1.94618], [0.79832, 1.55326, -2.40518]],
  "atomic_forces_ev_per_a": [[-2.762, -1.934, 0.792], [0.419, 0.875, 0.852], [3.448, -0.960, 0.052], [1.621, 0.106, 0.689], [-3.429, -0.646, 3.371], [-2.603, -0.401, -4.025], [0.673, 1.224, 1.596], [0.309, 0.066, 0.152], [1.669, -0.454, -0.301], [-0.258, 2.118, 0.242], [1.127, 0.024, -0.628], [0.943, 0.317, -1.647], [-0.615, 0.487, 0.254], [-0.771, -1.399, 0.209], [0.688, 0.274, -0.796], [-0.458, 0.304, -0.811]],
  "nbo_charge": [-0.619, -0.216, -0.035, -0.928, -0.765, 1.758, -0.281, -0.306, 0.199, 0.194, 0.164, 0.216, 0.187, 0.182, 0.100, 0.152]
}

=====

# 6
{
  "formula": "C3H8ClN3",
  "method": "wB97M-V/def2-TZVPD",
  "largest_force_ha_per_bohr": 0.068,
  "molar_mass_g_mol": 121.571,
  "e_tot_ha": -743.480561,
  "smiles": "C/N=C(/NC)NCl",
  "elements": ["C", "N", "C", "N", "C", "N", "Cl", "H", "H", "H", "H", "H", "H", "H", "H"],
  "coordinates": [[-1.05222, -2.05351, 0.14943], [-0.69309, -0.62563, 0.09929], [0.39807, -0.06211, -0.10011], [0.52313, 1.25909, -0.09880], [-0.62314, 2.12154, 0.03362], [1.54626, -0.83014, -0.09654], [3.17162, -0.04398, 0.02393], [-0.12382, -2.72332, 0.51989], [-1.37660, -2.32299, -0.85001], [-1.83221, -2.08127, 0.91089], [1.33052, 1.78608, -0.01550], [-0.59835, 2.98095, -0.74784], [-1.50612, 1.47526, -0.05267], [-0.85617, 2.59756, 1.10251], [1.69213, -1.47750, -0.87807]],
  "atomic_forces_ev_per_a": [[3.043, 0.584, 1.142], [-2.525, -0.798, -0.391], [0.527, -0.930, 1.025], [-1.790, 2.416, -0.062], [-1.783, 1.524, 0.902], [3.310, -0.958, -0.469], [-1.333, -0.303, -0.149], [-2.068, 1.176, -0.903], [-0.227, -0.526, 0.119], [-0.104, -0.554, -0.380], [2.221, -0.035, -0.016], [-0.134, -1.559, 1.330], [0.160, 0.405, -0.623], [1.231, -0.852, -1.942], [-0.529, 0.409, 0.417]],
  "nbo_charge": [-0.424, -0.546, 0.541, -0.610, -0.435, -0.583, 0.042, 0.170, 0.200, 0.211, 0.404, 0.198, 0.248, 0.185, 0.399]
}

=====

# 7
{
  "formula": "C3H8ClN3",
  "method": "wB97M-V/def2-TZVPD",
  "largest_force_ha_per_bohr": 0.061,
  "molar_mass_g_mol": 121.571,
  "total_charge": 2,
  "e_tot_ha": -742.742484,
  "elements": ["C", "C", "C", "N", "N", "N", "Cl", "H", "H", "H", "H", "H", "H", "H", "H"],
  "coordinates": [[-0.82470, 2.10071, -0.08873], [0.96360, -0.76755, 0.66750], [1.54219, -2.70878, -0.53822], [-0.95806, 0.91095, 0.43411], [-1.79499, 3.07208, 0.01749], [0.56463, -1.61648, -0.13138], [1.99301, -0.36931, 1.80661], [0.00095, 2.17983, -0.77257], [0.96662, -3.34949, -1.16306], [1.87676, -3.15561, 0.35737], [2.22332, -2.20546, -1.19170], [-1.76072, 0.80429, 1.04558], [-1.76726, 3.87947, -0.65536], [-2.53888, 2.82480, 0.68022], [-0.48647, -1.59944, -0.46787]],
  "atomic_forces_ev_per_a": [[-1.916, 0.929, -0.301], [-1.866, 2.112, 1.141], [-1.273, 0.736, -0.989], [0.653, -0.781, -0.014], [2.518, -1.759, -0.628], [-1.972, -0.384, -0.797], [0.084, -0.027, -0.471], [0.294, 0.887, -0.114], [-0.395, -0.886, -0.204], [0.753, -0.607, 0.691], [0.975, 0.060, 0.026], [0.124, -0.396, 0.586], [-0.469, -1.074, 1.260], [0.013, 1.003, -0.688], [2.478, 0.188, 0.502]],
  "nbo_charge": [0.334, 0.524, -0.390, -0.602, -0.689, -0.499, 0.485, 0.224, 0.270, 0.253, 0.259, 0.389, 0.472, 0.434, 0.535]
}

=====

# 8
{
  "formula": "C3H8ClNO",
  "method": "wB97M-V/def2-TZVPD",
  "largest_force_ha_per_bohr": 0.041,
  "molar_mass_g_mol": 109.556,
  "e_tot_ha": -709.274375,
  "smiles": "N[C@@H](CO)CCl",
  "elements": ["N", "C", "C", "O", "C", "Cl", "H", "H", "H", "H", "H", "H", "H", "H"],
  "coordinates": [[-1.41483, -0.43772, 0.60779], [0.03944, -0.20247, 0.55852], [0.59871, -0.71714, -0.79977], [0.03044, 0.04239, -1.83914], [0.31269, 1.25568, 0.74153], [-0.04703, 1.74951, 2.44210], [-1.74218, -1.42821, 0.73563], [-1.95930, -0.02204, -0.16206], [0.47137, -0.79864, 1.41663], [1.68405, -0.62013, -0.87561], [0.40775, -1.78215, -0.81035], [0.39307, -0.31293, -2.61766], [1.42186, 1.41155, 0.59744], [-0.19604, 1.86230, 0.00494]],
  "atomic_forces_ev_per_a": [[-1.027, -0.833, 0.140], [-1.026, -1.718, -0.349], [0.791, 0.563, 1.476], [-0.963, 0.268, 1.221], [2.033, 0.156, 0.437], [-0.029, 0.134, -0.625], [0.908, 1.480, -0.243], [0.776, -0.284, 0.452], [-0.183, 0.674, -1.020], [0.253, 0.118, 0.354], [-0.500, -0.376, -0.453], [0.482, -0.421, -1.804], [-1.155, 0.023, 0.209], [-0.361, 0.216, 0.207]],
  "nbo_charge": [-0.863, -0.092, -0.075, -0.720, -0.363, -0.072, 0.370, 0.372, 0.212, 0.155, 0.164, 0.471, 0.214, 0.228]
}